# 1
Below is a structure of composition C28H40HgN10O2PS2, with properties calculated with the ωB97M-V functional and the def2-TZVPD basis.

```
84
Properties=species:S:1:pos:R:3
Hg -0.131 0.504 -0.248
C 0.705 4.705 -3.532
C 0.384 3.387 -2.882
N -0.107 3.286 -1.700
N -0.435 4.391 -1.004
C -0.829 4.398 0.288
N -1.263 5.569 0.776
S -0.769 3.088 1.316
C 0.564 2.140 -3.650
C 1.082 2.141 -4.949
C 1.158 0.955 -5.659
C 0.721 -0.216 -5.063
C 0.229 -0.133 -3.767
N 0.155 0.996 -3.089
H 1.067 5.432 -2.805
H -0.186 5.117 -4.010
H 1.478 4.609 -4.286
H -0.418 5.296 -1.478
H -1.346 6.403 0.216
H -1.556 5.610 1.738
H 1.423 3.044 -5.424
H 1.541 0.958 -6.668
H 0.758 -1.159 -5.582
H -0.138 -1.015 -3.258
C -3.240 -4.439 -2.324
O -3.401 -3.116 -1.825
C -2.692 -2.658 -0.803
O -2.999 -1.582 -0.316
N -1.669 -3.418 -0.340
N -0.948 -2.991 0.781
H -4.043 -4.574 -3.047
H -3.349 -5.178 -1.527
H -2.279 -4.564 -2.831
H -1.307 -4.176 -0.911
H -0.086 -2.504 0.525
H -0.741 -3.782 1.385
C -3.691 1.496 3.707
N -2.826 0.415 4.340
C -3.707 -0.788 4.641
N -4.410 -1.209 3.491
C -5.220 -0.129 2.954
N -4.387 1.000 2.583
C -3.536 0.714 1.443
P -2.308 -0.667 1.735
C -1.739 0.027 3.419
C -3.579 -1.836 2.486
H -3.032 2.317 3.412
H -4.395 1.837 4.472
H -2.434 0.778 5.213
H -4.411 -0.489 5.425
H -3.066 -1.596 5.009
H -5.940 0.189 3.714
H -5.765 -0.480 2.078
H -2.987 1.618 1.166
H -4.153 0.418 0.594
H -1.111 0.896 3.208
H -1.110 -0.723 3.906
H -3.074 -2.698 2.925
H -4.220 -2.193 1.679
N 1.874 -0.045 1.550
S 3.433 -0.349 1.680
C 4.359 0.485 0.346
C 3.727 1.259 -0.607
C 4.492 1.862 -1.593
C 5.869 1.699 -1.603
C 6.494 0.947 -0.620
C 5.736 0.339 0.366
C 3.504 -2.026 1.014
C 3.500 -2.278 -0.347
C 3.551 -3.591 -0.791
C 3.606 -4.636 0.118
C 3.611 -4.375 1.480
C 3.559 -3.065 1.931
H 1.645 0.708 2.190
H 2.649 1.384 -0.584
H 4.009 2.459 -2.352
H 6.458 2.164 -2.379
H 7.568 0.838 -0.622
H 6.208 -0.246 1.141
H 3.468 -1.467 -1.059
H 3.561 -3.796 -1.852
H 3.651 -5.657 -0.233
H 3.667 -5.188 2.190
H 3.568 -2.848 2.987
```

Properties
Kohn-Sham gap (spin up / spin down) = 7.0 / 6.4 eV
Spin multiplicity = 2
Net charge = +2
<S²> = 0.755
ΔE to the lowest compared entry with this formula, charge and spin = 25.14 kcal per mole
HOMO level (spin up / spin down) = -11.7 / -12.7 eV
LUMO level (spin up / spin down) = -4.7 / -6.3 eV

=====

# 2
Below is a cluster of 5 separate species, C28H40O13 in total, with properties calculated with the ωB97M-V functional and the def2-TZVPD basis.

```
81
Properties=species:S:1:pos:R:3
C 1.360 -3.734 1.078
C 1.461 -2.101 0.982
O 2.654 -1.539 1.298
O 0.386 -1.173 0.597
C -0.284 -1.575 -0.650
C -1.734 -0.787 -0.714
C -2.463 -0.669 0.787
C -4.086 -0.776 0.583
C -4.845 -1.849 1.561
C -4.097 -3.297 1.726
C -3.674 -4.030 0.323
C -3.994 -3.748 -1.102
C -3.223 -4.976 -1.895
O -2.840 -5.106 -3.168
O -3.061 -6.030 -0.878
C -2.734 -5.400 0.413
O -1.942 -5.775 1.423
H 2.299 -4.165 1.642
H 1.348 -4.173 -0.032
H 0.370 -4.072 1.606
H 0.311 -1.256 -1.625
H -0.522 -2.727 -0.718
H -2.414 -1.334 -1.503
H -1.574 0.314 -1.139
H -2.200 0.437 1.152
H -2.027 -1.426 1.566
H -4.533 0.297 0.853
H -4.346 -0.923 -0.571
H -4.871 -1.357 2.648
H -5.992 -1.953 1.253
H -4.887 -4.021 2.252
H -3.155 -3.298 2.422
H -4.665 -2.872 -1.492
O 4.067 4.590 2.151
C 4.340 3.442 2.458
C 4.581 2.318 1.495
C 4.478 1.108 2.389
C 4.928 1.644 3.723
O 4.512 3.008 3.741
H 5.581 2.424 1.066
H 3.822 2.303 0.710
H 5.071 0.258 2.044
H 3.431 0.787 2.452
H 6.017 1.609 3.838
H 4.466 1.106 4.555
O 1.526 1.652 -4.644
C 2.332 1.051 -3.954
C 3.454 1.679 -3.183
C 4.324 0.489 -2.864
C 3.328 -0.640 -2.801
O 2.310 -0.297 -3.741
H 3.051 2.142 -2.278
H 3.987 2.414 -3.791
H 4.903 0.604 -1.944
H 5.028 0.317 -3.688
H 2.871 -0.736 -1.811
H 3.779 -1.597 -3.078
O 4.639 5.148 -5.901
C 3.485 5.191 -6.295
C 2.770 4.083 -7.008
C 1.575 4.800 -7.587
C 1.350 5.915 -6.600
O 2.646 6.251 -6.108
H 2.474 3.322 -6.281
H 3.395 3.650 -7.792
H 0.701 4.157 -7.718
H 1.837 5.218 -8.566
H 0.726 5.603 -5.756
H 0.895 6.791 -7.072
O -3.099 -0.122 4.351
C -3.742 -0.432 5.340
C -4.029 0.465 6.506
C -4.486 -0.516 7.555
C -5.094 -1.621 6.731
O -4.341 -1.645 5.520
H -4.822 1.166 6.231
H -3.131 1.001 6.822
H -5.182 -0.088 8.282
H -3.617 -0.898 8.104
H -6.144 -1.427 6.487
H -5.020 -2.591 7.231
```

Properties
Kohn-Sham gap = 8.5 eV
HOMO level = -9.9 eV
LUMO level = -1.5 eV

=====

# 3
Below is a structure of composition C28H41AuNOS4Te, with properties calculated with the ωB97M-V functional and the def2-TZVPD basis.

```
77
Properties=species:S:1:pos:R:3
Au 0.042 0.636 0.117
C -1.542 -0.458 3.043
C -2.386 -1.206 2.014
S -1.404 -1.780 0.607
C -2.613 -1.653 -0.737
C -1.949 -1.547 -2.110
S -0.703 -0.262 -2.386
C -1.656 1.211 -2.821
C -2.529 1.804 -1.725
S -1.510 2.391 -0.343
C -2.649 2.275 1.056
C -1.844 2.306 2.347
S -0.599 1.001 2.536
H -0.782 -1.118 3.464
H -2.179 -0.138 3.870
H -3.204 -0.588 1.647
H -2.834 -2.064 2.516
H -3.252 -0.793 -0.541
H -3.247 -2.540 -0.733
H -2.726 -1.432 -2.868
H -1.430 -2.478 -2.343
H -2.273 0.998 -3.695
H -0.895 1.928 -3.137
H -3.252 1.089 -1.341
H -3.077 2.663 -2.115
H -3.232 1.363 0.952
H -3.332 3.126 1.026
H -2.508 2.281 3.211
H -1.273 3.234 2.414
C 4.018 0.740 -1.370
C 2.603 0.830 -0.885
O 1.795 1.610 -1.398
N 2.141 0.072 0.162
Te 3.154 -1.638 0.753
C 4.327 -3.525 1.000
C 4.844 -3.862 2.244
C 4.846 -2.982 3.459
C 5.396 -5.141 2.345
C 5.472 -6.002 1.261
C 6.087 -7.363 1.397
C 4.991 -5.571 0.024
C 4.423 -4.317 -0.147
C 3.929 -3.893 -1.500
C 1.963 -1.935 2.435
C 1.219 -3.117 2.520
C 1.104 -4.130 1.418
C 0.565 -3.385 3.723
C 0.638 -2.523 4.808
C -0.046 -2.844 6.105
C 1.370 -1.345 4.671
C 2.049 -1.026 3.502
C 2.857 0.240 3.460
H 4.213 1.552 -2.065
H 4.177 -0.206 -1.893
H 4.724 0.791 -0.540
H 4.762 -1.922 3.221
H 5.780 -3.112 4.004
H 4.026 -3.241 4.133
H 5.799 -5.455 3.301
H 6.441 -7.539 2.410
H 6.932 -7.472 0.717
H 5.364 -8.141 1.147
H 5.068 -6.230 -0.833
H 4.192 -4.641 -2.246
H 4.373 -2.949 -1.824
H 2.841 -3.781 -1.522
H 1.236 -3.704 0.422
H 0.115 -4.586 1.437
H 1.845 -4.924 1.537
H -0.005 -4.302 3.810
H -0.632 -3.758 6.033
H -0.707 -2.033 6.414
H 0.688 -2.976 6.902
H 1.443 -0.666 5.513
H 3.102 0.556 4.472
H 2.308 1.045 2.971
H 3.800 0.129 2.920
```

Properties
Kohn-Sham gap (spin up / spin down) = 8.9 / 5.6 eV
Spin multiplicity = 4
Net charge = +2
<S²> = 3.775
HOMO level (spin up / spin down) = -13.1 / -13.6 eV
LUMO level (spin up / spin down) = -4.3 / -8.0 eV